No. 1
Entry from the OMol25 dataset: 2 unconnected molecules or ions with the total composition C4H10NS (ωB97M-V/def2-TZVPD).

Last columns: bonded neighbours and bond lengths (Å).
Geometry (Å):
1 C 1.015 1.572 -1.081  C2 1.467, N5 1.460, H7 1.109, H8 1.122
2 C 0.552 1.782 0.295  C1 1.467, N5 1.450, H9 1.110, H10 1.148
3 C -0.365 -1.826 -0.024  C4 1.309, H11 1.117, H12 1.106
4 C -1.584 -1.352 -0.056  C3 1.309, S6 1.681, H14 1.136
5 N 1.277 0.574 -0.049  C1 1.460, C2 1.450, H13 1.125, H15 1.080
6 S -2.696 -1.193 1.194  C4 1.681, H16 1.276
7 H 0.207 1.326 -1.799  C1 1.109
8 H 1.848 2.241 -1.424  C1 1.122
9 H 1.070 2.507 0.957  C2 1.110
10 H -0.475 1.551 0.753  C2 1.148
11 H 0.014 -2.393 -0.908  C3 1.117
12 H -0.094 -2.464 0.838  C3 1.106
13 H 0.725 -0.405 -0.026  N5 1.125
14 H -1.890 -0.947 -1.072  C4 1.136
15 H 2.288 0.663 0.321  N5 1.080
16 H -1.893 -1.637 2.081  S6 1.276

Values from the calculation:
2S+1	1
charge	+1
energy relative to the best compared isomer or geometry (same formula, charge and spin)	3.000	eV
E_tot	-610.99299	hartree
lowest unoccupied orbital energy	-0.1231	Ha
strongest force on any atom	4.576	eV/A


No. 2
Entry from the OMol25 dataset: 2 unconnected molecules or ions with the total composition C4H10NS (ωB97M-V/def2-TZVPD).

Last columns: bonded neighbours and bond lengths (Å).
Geometry (Å):
1 C -0.413 1.157 -0.354  C2 1.535, C3 1.485, H7 1.032, H8 1.071
2 C -1.722 1.050 0.440  C1 1.535, S6 1.947, H9 1.170, H10 1.123
3 C -0.142 -0.297 -0.228  C1 1.485, N5 1.477, S6 1.749
4 C 1.221 -0.661 1.293  H11 1.059, H12 1.057, H13 1.118
5 N 0.613 -0.907 -1.343  C3 1.477, H14 1.051, H15 1.102, H16 0.993
6 S -1.724 -0.886 0.230  C2 1.947, C3 1.749
7 H -0.534 1.305 -1.368  C1 1.032
8 H 0.366 1.751 0.078  C1 1.071
9 H -1.325 1.058 1.540  C2 1.170
10 H -2.587 1.642 0.037  C2 1.123
11 H 1.692 -1.551 0.966  C4 1.059
12 H 0.600 -0.765 2.141  C4 1.057
13 H 1.717 0.336 1.392  C4 1.118
14 H 0.115 -0.623 -2.224  N5 1.051
15 H 0.566 -2.007 -1.304  N5 1.102
16 H 1.556 -0.600 -1.296  N5 0.993

Values from the calculation:
2S+1	1
charge	+1
energy relative to the best compared isomer or geometry (same formula, charge and spin)	3.276	eV
E_tot	-610.98283	hartree
lowest unoccupied orbital energy	-0.1399	Ha
strongest force on any atom	5.895	eV/A